12
Properties=species:S:1:pos:R:3 method="wB97M-V/def2-TZVPD" homo_lumo_gap_ha=0.398 e_lumo_ha=0.0164 total_energy_ev=-29289.225 charge=0 de_lowest_kcal_mol=14.4 e_homo_ev=-10.37
C 1.00 -0.32 -1.85
C 0.70 -0.13 -0.57
C -0.57 0.27 0.13
C -0.59 -0.22 1.57
Cl -1.96 -0.30 -0.81
Cl -0.85 2.15 0.29
H 2.08 -0.34 -2.02
H 0.31 -0.12 -2.67
H 1.60 -0.08 0.09
H -0.17 -1.23 1.61
H 0.03 0.51 2.17
H -1.58 -0.19 2.05



13
Properties=species:S:1:pos:R:3 method="wB97M-V/def2-TZVPD" homo_lumo_gap_ha=0.357 e_lumo_ha=0.0007 total_energy_ev=-31335.528 charge=0 de_lowest_kcal_mol=43.6 e_homo_ev=-9.71
C 0.99 0.96 0.29
C -1.47 0.63 -0.17
C 0.30 -1.59 0.28
C -0.01 0.34 -0.51
O 0.94 1.44 1.40
Cl 2.59 0.98 -0.54
Cl 1.97 -2.02 0.17
H -2.33 0.22 -0.62
H -1.65 1.70 -0.39
H -1.60 0.59 0.87
H 0.03 -1.41 1.26
H -0.12 -2.19 -0.56
H 0.37 0.34 -1.48



19
Properties=species:S:1:pos:R:3 method="wB97M-V/def2-TZVPD" homo_lumo_gap_ha=0.240 e_lumo_ha=0.2688 total_energy_ev=-63575.232 charge=-3 de_lowest_kcal_mol=29.8 e_homo_ev=0.79
Y -2.72 -24.34 -33.20
C -3.85 -28.49 -32.50
C -3.34 -27.13 -32.66
O -3.79 -26.15 -32.06
O -2.42 -26.85 -33.39
H -3.68 -29.11 -33.38
H -4.94 -28.40 -32.59
H -3.64 -28.85 -31.49
C -1.10 -20.28 -34.95
C -1.67 -20.86 -33.71
O -2.14 -22.03 -33.78
O -1.46 -20.31 -32.61
H -0.25 -19.65 -34.70
H -1.84 -19.74 -35.54
H -0.74 -21.02 -35.66
Cl -4.33 -24.49 -35.41
Cl -0.39 -24.76 -35.00
Cl -0.87 -24.27 -31.26
Cl -4.70 -22.84 -31.75



18
Properties=species:S:1:pos:R:3 method="wB97M-V/def2-TZVPD" homo_lumo_gap_ha=0.423 e_lumo_ha=0.0190 total_energy_ev=-104424.628 charge=0 de_lowest_kcal_mol=5.9 e_homo_ev=-11.00
Cl 2.58 3.07 5.46
C 2.42 1.65 4.40
Cl 1.83 0.28 5.32
Cl 4.02 1.30 3.69
H 1.72 1.88 3.61
Cl 0.40 -2.80 1.50
C 1.18 -1.48 0.59
Cl 2.32 -2.08 -0.62
Cl 1.96 -0.35 1.69
H 0.31 -1.00 0.16
Cl -1.47 -1.32 -1.82
C -2.11 0.19 -2.54
C -2.49 -0.04 -3.99
Cl -3.96 -1.07 -4.07
H -1.33 0.95 -2.42
H -2.92 0.54 -1.92
H -1.73 -0.60 -4.53
H -2.73 0.88 -4.52



13
Properties=species:S:1:pos:R:3 method="wB97M-V/def2-TZVPD" homo_lumo_gap_ha=0.372 e_lumo_ha=0.0317 total_energy_ev=-21531.374 charge=0 de_lowest_kcal_mol=10.8 e_homo_ev=-9.25
C 0.29 0.34 -1.72
O -0.90 -0.44 -1.39
C -1.07 -0.88 -0.14
C -0.55 -0.55 1.06
C 0.46 0.48 1.44
F 0.34 1.65 0.73
Cl 2.17 -0.07 1.25
H 0.14 1.39 -1.48
H 0.38 0.29 -2.78
H 1.17 -0.06 -1.20
H -1.81 -1.68 -0.16
H -0.99 -1.16 1.87
H 0.36 0.71 2.51



13
Properties=species:S:1:pos:R:3 method="wB97M-V/def2-TZVPD" homo_lumo_gap_ha=0.388 e_lumo_ha=0.0251 total_energy_ev=-20301.775 charge=0 de_lowest_kcal_mol=94.6 e_homo_ev=-9.86
C -1.42 -0.14 0.58
C -0.49 0.05 -0.36
C 0.86 0.81 -0.41
C 1.51 1.34 0.82
Cl 1.24 3.02 1.15
N 2.04 0.79 1.83
O 2.19 -0.60 1.85
H -1.27 0.18 1.51
H -2.43 -0.62 0.42
H -0.77 -0.34 -1.47
H 1.57 0.23 -0.87
H 0.88 1.67 -1.08
H 2.26 -0.89 0.93



13
Properties=species:S:1:pos:R:3 method="wB97M-V/def2-TZVPD" homo_lumo_gap_ha="0.343 / 0.258" e_lumo_ha="-0.0459 / -0.0695" total_energy_ev=-20300.371 charge=0 de_lowest_kcal_mol=127.0 e_homo_ev="-10.58 / -8.91"
C -2.37 -1.38 -0.20
C 1.77 0.79 -1.00
C 0.97 0.29 0.24
C -2.19 -0.78 1.04
N -2.57 -1.94 -1.20
O 0.25 -0.77 0.20
Cl -2.19 0.91 1.16
H 1.66 0.15 -1.85
H 1.66 1.87 -1.29
H 2.88 0.82 -0.73
H 0.52 1.24 0.74
H 1.86 0.19 0.98
H -2.24 -1.39 1.90



14
Properties=species:S:1:pos:R:3 method="wB97M-V/def2-TZVPD" homo_lumo_gap_ha=0.345 e_lumo_ha=0.0250 total_energy_ev=-31136.989 charge=0 de_lowest_kcal_mol=91.1 e_homo_ev=-8.72
C -0.97 0.60 1.28
C -1.78 0.17 0.34
C 0.81 0.82 0.20
C 1.09 -1.45 -0.52
N 0.54 -0.12 -0.75
O 0.63 2.11 -0.26
S -1.02 0.03 -1.42
Cl -3.50 -0.33 0.39
H -1.11 0.88 2.29
H 1.58 0.62 0.83
H 1.98 -1.27 -0.11
H 0.53 -2.02 0.16
H 1.22 -2.07 -1.37
H -0.01 2.04 -1.06